Entry from the OMol25 dataset: C34H36Cl5EuN7O2 as an isolated structure in a non-equilibrium geometry (the ωB97M-V functional and the def2-TZVPD basis).

Calculated total energy in eV: -132312.421
E_LUMO (alpha / beta) in eV: 0.436 / 0.435
Charge: 0
⟨S²⟩: 15.76
Multiplicity: 8
E_HOMO (alpha / beta) in eV: -5.4861 / -7.9569
Energy relative to the best compared isomer or geometry (same formula, charge and spin) in eV: 0.570
Molar mass in g mol⁻¹: 903.9

Last column: Mulliken spin population.
Geometry (Å):
Eu1 -0.109220 0.014592 0.167815  6.935
C1 2.236656 -0.335748 -2.238274  0.022
C2 3.329761 -0.899433 -1.318915  0.013
C3 2.930387 -2.018605 -0.385876  -0.001
C4 3.773185 -3.115193 -0.229223  -0.001
C5 3.469540 -4.064391 0.728618  0.002
C6 2.324929 -3.897962 1.491879  0.000
C7 1.531307 -2.793820 1.244426  0.013
N1 1.822890 -1.867964 0.332462  0.003
N2 1.608224 0.916128 -1.758167  -0.043
C8 0.716288 1.480574 -2.786174  0.022
C9 -0.415810 0.615895 -3.291909  0.007
C10 -1.037072 0.997107 -4.479230  0.001
C11 -2.060315 0.221968 -4.981142  0.001
C12 -2.407154 -0.938262 -4.299652  -0.001
C13 -1.736315 -1.232491 -3.129636  0.007
N3 -0.778653 -0.458088 -2.605375  -0.004
C14 2.628612 1.944886 -1.491748  0.004
C15 2.866266 2.300895 -0.041492  0.011
C16 4.101057 2.797631 0.364064  0.000
C17 4.236174 3.276474 1.654413  0.000
C18 3.137633 3.243323 2.495238  0.004
C19 1.963740 2.703378 2.009296  0.009
N4 1.821804 2.231304 0.770512  0.000
H1 1.460717 -1.077525 -2.361319  -0.013
H2 2.675434 -0.147356 -3.230118  -0.001
H3 3.752586 -0.108463 -0.691467  -0.003
H4 4.148610 -1.257543 -1.940486  0.000
H5 4.665611 -3.203130 -0.842228  0.000
H6 4.121535 -4.920381 0.883114  0.000
H7 2.045276 -4.607757 2.265784  0.000
H8 0.630280 -2.636649 1.819817  -0.002
H9 1.302547 1.770076 -3.672381  0.000
H10 0.274034 2.380844 -2.371667  -0.008
H11 -0.708887 1.895662 -4.992639  0.000
H12 -2.566421 0.501913 -5.900982  0.000
H13 -3.180987 -1.606025 -4.666332  0.000
H14 -1.972727 -2.138676 -2.586520  0.000
H15 2.300226 2.869103 -1.966025  0.000
H16 3.574552 1.685883 -1.976043  -0.001
H17 4.936482 2.806379 -0.329582  0.000
H18 5.187947 3.664079 2.002425  0.000
H19 3.188986 3.603660 3.516024  0.000
H20 1.090158 2.622441 2.646500  -0.006
Cl1 3.502637 -0.060394 2.547848  0.000
C20 1.927815 -0.251219 3.350432  0.013
C21 0.731823 -0.102814 2.644640  0.025
C22 -0.365020 -0.232947 3.468156  -0.018
Cl2 -1.957687 -0.079942 2.703936  0.001
C23 -0.369685 -0.483856 4.837057  0.001
Cl3 -1.852297 -0.619771 5.728521  0.000
C24 0.847122 -0.616922 5.478952  0.002
Cl4 0.913012 -0.904544 7.183157  0.000
C25 2.012877 -0.495184 4.727828  -0.002
Cl5 3.540602 -0.635064 5.540467  0.000
C26 -1.458542 3.471990 1.234108  0.014
C27 -2.170178 2.926644 0.003866  -0.004
C28 -1.835000 3.809523 -1.196050  -0.001
C29 -3.680468 3.030543 0.255802  -0.001
O1 -1.786947 1.599036 -0.262689  -0.004
H21 -1.854440 4.453454 1.532514  0.000
H22 -0.398335 3.580152 1.025145  -0.002
H23 -1.586389 2.778676 2.071882  -0.003
H24 -2.220731 4.832902 -1.076105  0.000
H25 -2.265395 3.375630 -2.108138  0.000
H26 -0.748398 3.880486 -1.313480  -0.001
H27 -3.971954 4.070551 0.445479  0.000
H28 -3.965506 2.434672 1.132243  0.000
H29 -4.245825 2.675858 -0.618972  0.000
C30 -2.162609 -5.186953 -0.476517  0.000
N5 -2.685605 -3.831411 -0.287830  0.000
C31 -4.015714 -3.583050 -0.104777  0.001
C32 -4.495749 -2.341023 0.033742  0.000
C33 -3.537678 -1.264194 -0.002703  0.005
N6 -2.234950 -1.509528 -0.081643  0.007
C34 -1.772485 -2.759961 -0.296621  -0.010
O2 -0.587487 -2.982583 -0.520554  0.002
N7 -3.885572 0.011545 0.038754  0.002
H30 -2.984976 -5.839154 -0.763541  0.000
H31 -1.700279 -5.563271 0.435077  0.000
H32 -1.407767 -5.177831 -1.254780  0.000
H33 -4.657737 -4.453431 -0.089539  0.000
H34 -5.554307 -2.159469 0.161269  0.000
H35 -4.851934 0.262281 0.129531  0.000
H36 -3.088116 0.721839 -0.084252  0.003

Cartesian forces, eV/Å:
0.0644 0.2081 -0.3924
0.2572 0.2023 0.0627
-0.0609 0.0178 0.0728
0.1747 0.1398 -0.0393
0.0988 -0.0277 -0.0600
0.0886 -0.1398 0.0266
-0.0482 -0.1191 0.0993
0.1345 -0.0766 0.0006
0.2790 -0.0720 -0.0778
0.0659 -0.0543 -0.2729
-0.0350 -0.3356 -0.0926
0.1782 0.0536 0.0795
0.0036 0.1142 -0.0842
-0.0791 -0.0109 -0.1215
-0.0832 -0.0378 -0.0558
-0.0163 0.0335 0.0943
-0.0174 -0.1820 -0.1838
0.0063 0.0126 0.1224
0.0521 -0.0618 -0.1566
0.0889 -0.0430 -0.0969
0.1572 0.0558 0.0031
0.0069 0.1127 0.0810
-0.2172 -0.0632 0.1010
-0.1863 0.0649 0.0014
-0.2207 -0.1830 -0.0697
0.0168 0.0051 -0.0140
-0.0114 -0.0086 -0.0052
0.0640 -0.0175 -0.0352
-0.1163 0.0060 0.0863
-0.0941 0.1183 -0.0223
0.0588 0.1281 -0.1392
-0.0851 0.0314 0.0263
0.0456 0.0594 0.0140
-0.0779 0.1588 0.0748
-0.0352 -0.0894 0.0392
0.0627 -0.0382 0.1270
0.1200 0.1087 0.0481
0.0327 0.0725 -0.0124
0.0161 0.1335 -0.0374
0.0473 -0.0038 -0.0095
-0.0712 0.0132 0.0672
-0.0730 -0.0304 -0.0415
0.0038 -0.0355 -0.0935
0.0233 0.0188 -0.0297
-0.4005 -0.2547 -0.2411
0.1117 0.1310 0.3248
0.7213 -0.1584 1.0122
-0.3810 -0.0467 0.0013
-0.0962 0.0646 0.0684
-0.3828 0.0147 0.0384
0.2046 -0.0028 -0.0242
0.1180 -0.0253 0.2410
-0.0019 0.0045 -0.1443
0.2626 0.0265 -0.1765
-0.1228 -0.0100 -0.0545
-0.0073 0.1148 0.3126
-0.1640 -0.1852 -0.2143
0.0053 0.2302 -0.2394
-0.2992 -0.0139 -0.0292
-0.3270 0.6572 0.0909
0.0888 -0.1659 -0.0705
0.1561 -0.0145 0.0208
0.0078 0.0656 -0.0460
0.0746 -0.2016 -0.0232
0.0699 0.0721 0.1330
-0.0601 -0.0193 -0.0166
0.0287 -0.1608 -0.0251
0.0347 0.1034 -0.1132
0.1047 0.0554 0.1664
-0.2136 0.2336 0.0640
0.0081 0.0210 -0.0095
0.3235 -0.4471 -0.0489
-0.1122 0.3941 0.0225
-0.2026 0.2037 0.0969
-0.0573 -0.4715 -0.2347
-0.2465 -0.1936 0.0636
-0.0102 -0.1420 0.0125
0.1141 -0.3143 -0.0058
0.0065 -0.0052 0.0125
-0.0054 0.0463 0.0525
0.0251 0.0422 -0.0796
0.0018 -0.0298 -0.0097
0.0968 0.0043 -0.0181
-0.0633 0.0752 -0.0115
-0.0297 0.0629 0.0172